ORCA calculation (wB97M-V/def2-TZVPD) on an isolated molecule of C5H8.

Atoms and positions in Å:
C1 -1.79273 -0.12963 -0.53081
C2 -0.85278 0.71883 0.32492
C3 0.27832 -0.10565 0.89513
C4 1.44223 -0.23190 0.31393
C5 2.58752 -0.37382 -0.29729
H1 -1.24572 -0.56391 -1.37312
H2 -2.21615 -0.95613 0.04921
H3 -2.62006 0.46390 -0.93266
H4 -0.43678 1.53374 -0.27656
H5 -1.40925 1.18420 1.14668
H6 0.09864 -0.66451 1.81384
H7 2.74985 -1.18238 -1.00659
H8 3.41690 0.30727 -0.12668

Atomic forces in eV per Å
C -0.1 -0.1 -0.1
C 0.0 0.1 0.0
C 0.3 0.0 -0.1
C -0.1 -0.1 0.0
C 0.0 0.0 0.0
H -0.1 0.0 0.1
H 0.0 0.1 -0.1
H 0.1 0.0 0.1
H -0.1 -0.1 0.1
H 0.1 -0.1 -0.1
H 0.0 0.1 -0.1
H -0.1 0.1 0.1
H -0.1 -0.1 0.1

Computed properties:
Total charge: 0
Lowest unoccupied orbital energy, Eh: 0.0408
Highest occupied orbital energy, eV: -9.41
Structure (SMILES): C=C=CCC
Multiplicity: 1
Gap between HOMO and LUMO, eV: 10.52

ORCA calculation (wB97M-V/def2-TZVPD) on an isolated molecule of C5H8 in a non-equilibrium geometry.

Atoms and positions in Å:
C1 -0.28883 -0.14124 2.42138
C2 -0.32725 0.43119 1.04918
C3 0.07634 -0.24796 -0.02625
C4 0.20321 0.37811 -1.34779
C5 0.36196 -0.34737 -2.45902
H1 -0.34426 -1.22638 2.48286
H2 -1.15491 0.15888 3.02588
H3 0.58487 0.20978 2.96741
H4 -0.52894 1.48912 0.97362
H5 0.28575 -1.30655 0.00611
H6 0.01188 1.44048 -1.42744
H7 0.47222 0.09823 -3.44098
H8 0.60887 -1.40280 -2.45292

Atomic forces in eV per Å
C -1.0 0.0 0.9
C 0.8 -0.7 0.0
C -0.3 0.9 -0.4
C -0.7 -0.9 -0.3
C 0.9 0.3 -0.1
H 0.4 -0.1 -0.4
H 0.1 0.3 -0.1
H 0.2 0.0 0.0
H -0.1 0.2 -0.1
H 0.1 -0.2 0.2
H 0.1 0.1 0.1
H -0.3 0.2 0.1
H -0.3 -0.1 0.3

Computed properties:
Total charge: 0
Lowest unoccupied orbital energy, Eh: 0.0446
Highest occupied orbital energy, eV: -8.59
Structure (SMILES): C=C/C=C/C
Multiplicity: 1
Gap between HOMO and LUMO, eV: 9.80

ORCA calculation (wB97M-V/def2-TZVPD) on an isolated molecule of C5H8 in a non-equilibrium geometry.

Atoms and positions in Å:
C1 -0.12428 1.33296 0.09047
C2 1.01891 0.78089 -0.36115
C3 0.95356 -0.85184 0.18430
C4 -0.45842 -0.98718 -0.32516
C5 -1.19463 0.26320 0.22945
H1 2.00454 1.09646 -0.01099
H2 -0.39033 2.37839 -0.08554
H3 1.19072 -0.75699 1.25305
H4 -0.16294 -0.49337 -1.49184
H5 1.68523 -1.46626 -0.35653
H6 -0.94618 -1.93067 -0.05063
H7 -2.09335 0.49138 -0.36309
H8 -1.48284 0.14303 1.28764

Atomic forces in eV per Å
C -0.6 -0.4 -2.4
C 1.6 -2.5 4.9
C 0.4 3.1 -2.0
C 0.5 1.8 -1.3
C 0.2 -0.1 -0.3
H 0.1 1.2 -1.5
H 0.2 -0.1 0.7
H -0.4 -0.5 -0.1
H -1.8 -2.8 2.5
H -0.2 0.1 0.3
H -0.1 0.1 -1.0
H 0.1 0.0 0.3
H 0.0 0.0 -0.2

Computed properties:
Total charge: 0
Lowest unoccupied orbital energy, Eh: 0.0402
Highest occupied orbital energy, eV: -9.64
Structure (SMILES): C1=CCCC1
Multiplicity: 1
Gap between HOMO and LUMO, eV: 10.73

ORCA calculation (wB97M-V/def2-TZVPD) on a cluster of 2 separate species, C5H8Br2F3N3O2 in total in a non-equilibrium geometry.

Atoms and positions in Å:
N1 1.78841 -0.88562 1.16701
C1 2.29863 0.33696 0.62873
N2 1.45098 1.32244 0.11552
C2 0.22634 1.45908 0.84039
F1 -0.73434 0.70703 0.28788
F2 -0.18235 2.71990 0.70990
F3 0.35742 1.23827 2.12604
N3 3.55775 0.53294 0.56586
C3 4.19534 1.78944 -0.02215
O1 3.88482 2.85106 0.50992
O2 4.97417 1.60830 -0.92937
H1 2.18184 -1.65147 0.62415
H2 2.18793 -0.97752 2.09982
H3 1.27319 1.13012 -0.86779
H4 4.20725 -0.17316 0.89082
Br1 -4.62265 -1.53993 -3.22829
C4 -4.70256 -1.54660 -1.28413
C5 -3.35192 -1.28063 -0.67557
Br2 -2.20504 -2.85170 -0.76865
H5 -5.11929 -2.50414 -0.98835
H6 -5.40007 -0.75301 -1.02411
H7 -3.44747 -1.06037 0.38576
H8 -2.81840 -0.47138 -1.16340

Atomic forces in eV per Å
N 0.3 0.5 0.2
C 0.6 -0.6 0.1
N 0.0 -1.3 0.7
C -0.2 1.3 -1.4
F -0.3 -0.5 0.4
F -0.2 0.3 -0.1
F 0.2 -0.7 0.5
N -0.4 0.1 0.0
C 1.2 4.0 -0.3
O -0.9 -1.2 0.9
O 0.3 -2.1 -0.7
H -0.3 0.0 -0.1
H -0.3 -0.2 0.1
H 0.1 0.5 -0.1
H -0.1 -0.2 -0.2
Br 0.0 -0.1 0.0
C -0.1 0.2 -0.2
C 0.1 -0.2 0.2
Br 0.0 0.1 -0.1
H 0.1 0.0 0.0
H 0.0 0.0 0.0
H 0.0 0.0 0.0
H -0.1 0.0 0.0

Computed properties:
Total charge: 0
Lowest unoccupied orbital energy, Eh: -0.0290
Highest occupied orbital energy, eV: -9.21
Multiplicity: 1
Gap between HOMO and LUMO, eV: 8.42

ORCA calculation (wB97M-V/def2-TZVPD) on a cluster of 3 separate species, C5H8Br2O2 in total in a non-equilibrium geometry.

Atoms and positions in Å:
C1 -1.12206 -2.24029 3.98744
C2 -0.37260 -1.83483 3.15633
C3 1.04580 -0.47304 -2.65128
C4 1.30944 0.55249 -1.61789
C5 -0.25151 0.69856 0.26216
O1 2.62233 0.71556 -1.18385
O2 0.59831 0.21221 -0.44506
Br1 -1.34498 1.97916 -0.62273
Br2 -4.56401 3.06072 1.52577
H1 -1.63592 -2.65576 4.77190
H2 -3.36406 2.11391 1.34067
H3 0.23854 -1.54132 2.38515
H4 1.81572 -1.24904 -2.41662
H5 0.07540 -0.90059 -2.40657
H6 1.19973 -0.16490 -3.68264
H7 0.90642 1.50469 -1.95645
H8 2.84345 0.22248 -0.44634

Atomic forces in eV per Å
C 0.8 0.3 -0.6
C -0.7 -0.4 0.6
C 1.3 -2.0 0.8
C 0.2 1.9 -0.7
C -2.6 0.6 3.0
O -0.5 2.1 -3.1
O 2.8 -2.6 -0.6
Br -0.8 1.2 -0.8
Br 1.7 -1.4 -0.2
H -1.1 -0.5 1.2
H -1.8 1.4 0.2
H 0.9 0.7 -1.2
H -0.7 0.1 -0.5
H -0.2 0.0 -0.7
H -0.3 0.2 0.2
H 0.4 0.4 0.2
H 0.3 -1.9 2.3

Computed properties:
Total charge: 0
Lowest unoccupied orbital energy, Eh: 0.0143
Highest occupied orbital energy, eV: -9.04
Multiplicity: 1
Gap between HOMO and LUMO, eV: 9.43

ORCA calculation (wB97M-V/def2-TZVPD) on a structure of composition C5H8Br3Cl in a non-equilibrium geometry.

Atoms and positions in Å:
C1 -1.64625 -0.69893 1.14768
C2 -1.40185 -0.04956 -1.22542
C3 -0.32190 1.25633 0.66046
C4 -1.16238 0.14693 0.22971
C5 2.46321 -0.65070 -0.32931
Cl1 3.21551 0.70158 0.39419
Br1 0.45506 1.11243 2.47434
Br2 2.52863 -0.54526 -2.30461
Br3 3.47348 -2.27394 0.07019
H1 1.50753 -0.62709 0.37614
H2 -1.49111 -0.69633 2.17495
H3 -2.63071 -1.07628 0.78577
H4 -0.42357 -0.21480 -1.79314
H5 -2.18861 -0.82803 -1.47967
H6 -1.83093 0.84458 -1.69004
H7 0.49407 1.47913 -0.07554
H8 -1.04016 2.11996 0.58430

Atomic forces in eV per Å
C -2.8 0.4 -2.8
C -0.5 0.1 -1.7
C 0.8 2.0 -1.1
C 0.3 -2.1 1.5
C -1.1 -0.8 1.4
Cl 1.3 1.4 0.1
Br -0.4 0.3 -0.9
Br -0.8 0.3 0.9
Br -0.3 0.0 0.3
H 1.1 -0.9 -2.7
H 0.5 0.2 1.5
H 1.1 -1.0 0.5
H -1.3 -0.1 0.8
H 1.3 0.5 0.6
H 0.2 0.3 0.1
H -0.4 -0.1 0.9
H 1.0 -0.3 0.6

Computed properties:
Total charge: 0
Lowest unoccupied orbital energy, Eh: 0.0009
Highest occupied orbital energy, eV: -9.52
Multiplicity: 1
Gap between HOMO and LUMO, eV: 9.55

ORCA calculation (wB97M-V/def2-TZVPD) on an isolated molecule of C5H8BrCl in a non-equilibrium geometry.

Atoms and positions in Å:
C1 1.43916 -0.43120 -1.78545
C2 1.06451 0.53444 -0.97412
C3 -0.63115 1.51529 0.39761
C4 -0.00602 -0.82436 0.96671
C5 0.41194 0.45360 0.36237
Cl1 1.58689 2.12371 -1.47101
Br1 1.91743 1.10473 1.64879
H1 1.99573 -0.23071 -2.64850
H2 1.13259 -1.35434 -1.42417
H3 -1.15033 1.46183 1.28219
H4 -1.34267 1.12470 -0.50816
H5 -0.27537 2.54609 0.17920
H6 -0.57237 -0.49697 1.80850
H7 -0.64387 -1.20752 0.27409
H8 0.65880 -1.52744 1.30051

Atomic forces in eV per Å
C -0.9 0.7 1.4
C 1.3 0.3 -0.4
C -1.1 -0.4 -3.8
C -0.8 2.2 0.4
C 2.7 2.1 0.4
Cl -0.1 0.5 -0.1
Br -0.3 -0.1 -0.2
H 0.5 -0.1 -1.1
H -0.1 -2.1 -0.1
H -1.4 0.1 2.0
H 1.1 1.3 2.1
H -0.3 -1.0 0.1
H -0.6 -0.2 0.8
H -2.2 -1.8 -1.8
H 2.2 -1.4 0.4

Computed properties:
Total charge: 0
Lowest unoccupied orbital energy, Eh: 0.0161
Highest occupied orbital energy, eV: -9.70
Structure (SMILES): C=C(Cl)C(C)(C)Br
Multiplicity: 1
Gap between HOMO and LUMO, eV: 10.14

ORCA calculation (wB97M-V/def2-TZVPD) on an isolated molecule of C5H8BrI in a non-equilibrium geometry.

Atoms and positions in Å:
C1 0.14202 -0.14850 2.07126
C2 0.89038 -0.00908 0.80473
C3 0.06626 1.12904 -1.36094
C4 -1.10154 -1.00425 -0.43648
C5 0.19404 -0.19793 -0.49006
Br1 0.78856 0.65986 3.63362
I1 2.96622 0.45579 0.58731
H1 -0.77263 -0.70360 2.21421
H2 0.09912 1.94339 -0.75590
H3 -0.70484 1.35994 -2.07689
H4 1.02456 1.03892 -1.84552
H5 -1.72012 -0.60094 0.35791
H6 -1.04759 -2.09007 -0.28584
H7 -1.54532 -0.88398 -1.31782
H8 0.72087 -0.94859 -1.09960

Atomic forces in eV per Å
C 0.5 0.3 1.4
C 0.7 0.4 -1.2
C 1.4 -2.7 -0.3
C 0.7 -0.1 4.0
C -1.0 -1.1 -1.4
Br -0.4 0.0 -0.5
I -1.1 -0.6 0.5
H 0.4 -0.3 -0.1
H 0.2 2.4 2.0
H -0.6 -1.0 -0.3
H 0.2 0.9 -0.7
H -0.6 0.0 -0.1
H 0.6 0.3 0.3
H -2.1 0.6 -3.6
H 1.0 0.8 0.0

Computed properties:
Total charge: 0
Lowest unoccupied orbital energy (spin up / spin down), Eh: 0.0142 / -0.0748
Highest occupied orbital energy (spin up / spin down), eV: -6.36 / -9.65
Expectation value of S²: 2.009
Multiplicity: 3
Gap between HOMO and LUMO (spin up / spin down), eV: 6.74 / 7.62

The following E_tot values (in a.u.) correspond, in order, to the records above: -195.24851, -195.26561, -195.19373, -5957.68678, -5493.61842, -8377.46521, -3229.46756, -3066.84043.